# C32H66N6P2RuSi2Te

A molecular structure, C32H66N6P2RuSi2Te (ωB97M-V with the def2-TZVPD basis set, the OMol25 dataset).

Structure (XYZ):
```
110
Properties=species:S:1:pos:R:3
Ru 0.4473 1.9398 0.0997
N 1.8560 1.3237 1.6750
C 2.3810 2.4052 2.5744
C 1.2733 3.0893 3.3546
C 0.3035 3.9006 2.5150
N -0.5963 3.0351 1.6813
H 1.3684 0.6393 2.2531
H 2.6522 0.8242 1.2861
H 2.9127 3.1253 1.9497
H 3.1071 1.9672 3.2595
H 1.7462 3.7739 4.0608
H 0.7322 2.3641 3.9736
H 0.8472 4.5597 1.8333
H -0.3136 4.5325 3.1538
H -1.3317 3.6287 1.3052
H -1.0700 2.3741 2.2979
C 2.6736 -0.1247 -1.6895
P 2.0053 1.5584 -1.7237
C 0.9464 1.5801 -3.2036
N 1.4325 1.0233 -4.2908
C 0.6520 0.9916 -5.3886
C 1.1484 0.4507 -6.5970
C 0.3359 0.4131 -7.6908
C -1.0013 0.8967 -7.6325
C -1.5140 1.4192 -6.4824
C -0.6951 1.4878 -5.3321
N -1.1784 2.0126 -4.1881
C -0.3711 2.0863 -3.1530
P -1.0065 2.8730 -1.6396
C -2.6585 2.1737 -1.3530
C -1.3093 4.6922 -1.9409
C -0.0783 5.3649 -2.5433
C -1.6500 5.3570 -0.6031
C -2.4998 4.8048 -2.9070
C 3.4608 2.7075 -1.8506
C 3.0321 4.1182 -1.4549
C 3.9933 2.7026 -3.2876
C 4.5411 2.1977 -0.8847
H 3.1403 -0.3128 -2.6589
H 1.8771 -0.8494 -1.5397
H 3.4218 -0.2395 -0.9079
H 2.1695 0.0953 -6.6276
H 0.7071 0.0151 -8.6258
H -1.6124 0.8516 -8.5242
H -2.5230 1.8053 -6.4274
H -3.1379 2.0300 -2.3229
H -3.2598 2.8720 -0.7712
H -2.6085 1.2284 -0.8188
H 0.6972 5.5161 -1.7949
H -0.3707 6.3516 -2.9042
H 0.3290 4.8195 -3.3972
H -0.8189 5.2910 0.1050
H -2.5688 4.9723 -0.1528
H -1.8171 6.4210 -0.7803
H -2.3420 4.2446 -3.8277
H -2.6082 5.8573 -3.1734
H -3.4400 4.4919 -2.4550
H 2.3809 4.5551 -2.2064
H 3.9167 4.7520 -1.3793
H 2.5268 4.1490 -0.4803
H 3.2735 3.1185 -3.9916
H 4.2752 1.7053 -3.6257
H 4.8891 3.3261 -3.3183
H 4.1566 2.0040 0.1223
H 5.3029 2.9716 -0.7852
H 5.0379 1.3005 -1.2501
C -0.2242 -2.0316 7.0467
Si -0.6260 -3.7663 6.4954
C -1.4869 -4.7922 7.7692
C 0.8912 -4.6010 5.7840
C -1.9531 -3.5110 5.0865
Te -1.1861 -2.8487 3.2522
C -2.1798 -4.1762 1.9781
Si -1.2969 -5.9021 1.7421
C -1.2550 -6.7153 3.4090
C -2.3598 -6.7900 0.5072
C 0.4146 -5.5114 1.0740
H 0.5167 -2.0517 7.8484
H -1.1062 -1.5158 7.4311
H 0.2024 -1.4308 6.2363
H -0.8331 -4.9396 8.6322
H -1.7413 -5.7798 7.3797
H -2.4025 -4.3205 8.1297
H 1.7750 -4.2756 6.3371
H 1.0807 -4.3824 4.7278
H 0.8350 -5.6860 5.8878
H -2.6331 -2.7211 5.4200
H -2.5359 -4.4061 4.8677
H -2.2673 -3.6847 1.0070
H -3.1744 -4.3212 2.4050
H -2.2625 -6.8720 3.8009
H -0.6777 -6.1473 4.1417
H -0.7870 -7.6995 3.3310
H -3.2461 -7.2198 0.9763
H -1.8002 -7.6120 0.0547
H -2.6915 -6.1354 -0.3015
H 0.7064 -4.4648 1.2079
H 0.4733 -5.7404 0.0079
H 1.1733 -6.1194 1.5701
C -0.3383 -2.5129 -2.4642
N -1.2688 -1.6186 -1.7393
C -2.6651 -1.5395 -2.2218
C -0.8309 -0.8222 -0.8314
N -0.4255 -0.1361 0.0320
H 0.0070 -2.0337 -3.3801
H -0.8786 -3.4235 -2.7122
H 0.5038 -2.7693 -1.8256
H -2.6786 -1.1255 -3.2295
H -3.2540 -0.9153 -1.5554
H -3.0818 -2.5443 -2.2319
```

As for the expectation value of S²: 6.026. The calculation puts the lowest unoccupied orbital energy (spin up / spin down) at -0.3974 / -0.4664 Ha. Its spin multiplicity is 5. The gap between HOMO and LUMO (spin up / spin down) comes out at 7.33 / 5.45 eV. The calculation puts the energy above the lowest of the compared OMol25 structures with the same formula, charge and spin at 0.000 eV. Its charge is +4.

# C32H67F3N2O14

7 unconnected molecules or ions with the total composition C32H67F3N2O14 (ωB97M-V with the def2-TZVPD basis set, the OMol25 dataset).

Structure (XYZ):
```
118
Properties=species:S:1:pos:R:3
C -7.6840 1.1364 -3.3564
C -7.3781 1.8811 -2.1031
N -7.1380 2.5300 -1.1442
H -6.8130 1.1443 -4.0117
H -8.4873 1.6008 -3.9283
H -7.7905 0.0566 -3.2525
C -0.9728 0.5230 0.2568
C -0.2125 0.3748 -0.9681
N 0.4101 0.2746 -1.9410
H -2.0272 0.2890 0.1100
H -0.8691 1.5361 0.6454
H -0.5414 -0.0457 1.0806
C -2.7051 -5.2558 -7.4978
O -3.6313 -6.2987 -7.4986
C -3.3186 -7.3089 -6.6161
C -4.3763 -8.3739 -6.8239
O -4.1678 -9.3042 -5.8358
C -4.9397 -10.4543 -6.0432
C -4.3799 -11.5480 -7.0559
O -2.9152 -11.5055 -6.8342
C -2.2049 -12.6643 -7.0651
H -2.4940 -4.8876 -6.4939
H -2.9987 -4.3964 -8.1006
H -1.7573 -5.5390 -7.9556
H -3.2295 -6.9376 -5.5952
H -2.3678 -7.7101 -6.9670
H -4.4187 -8.8551 -7.8011
H -5.3604 -7.9136 -6.7351
H -5.9715 -10.3428 -6.3765
H -5.1118 -11.0357 -5.1374
H -4.5310 -11.2946 -8.1052
H -4.7804 -12.5203 -6.7689
H -2.4259 -13.0113 -8.0745
H -2.6091 -13.4596 -6.4389
H -1.1277 -12.4986 -7.0488
C 5.6179 -5.0184 -3.3369
O 5.3947 -5.5805 -4.6244
C 4.2931 -4.9948 -5.3362
C 4.0903 -5.5138 -6.7977
O 3.7507 -6.9250 -7.0056
C 3.3404 -7.1856 -8.3479
C 2.7363 -8.6668 -8.4581
O 2.0049 -8.6778 -9.6459
C 1.6516 -9.9252 -10.1316
H 6.2163 -4.1193 -3.4840
H 6.1091 -5.8012 -2.7589
H 4.6394 -4.9116 -2.8686
H 4.3779 -3.9148 -5.4568
H 3.3962 -5.2156 -4.7574
H 4.9298 -5.1968 -7.4165
H 3.2579 -4.9714 -7.2461
H 4.1294 -7.1520 -9.0993
H 2.5020 -6.5362 -8.5998
H 2.0682 -8.8499 -7.6165
H 3.5560 -9.3848 -8.4810
H 1.6423 -9.8777 -11.2205
H 0.6532 -10.1939 -9.7865
H 2.3507 -10.7340 -9.9189
C 1.5702 19.4421 3.7635
O 0.4666 18.6343 3.5705
C 0.2682 17.4953 4.3454
C 0.5206 16.1407 3.5864
O 0.0362 14.9496 4.2404
C 0.3270 13.7369 3.4906
C -0.9396 12.8722 3.1597
O -0.6034 11.8071 2.2737
C -1.6910 11.0079 1.7754
H 1.5168 20.2872 3.0772
H 2.5457 18.9916 3.5802
H 1.7430 19.7721 4.7879
H -0.7805 17.4282 4.6351
H 0.7954 17.5445 5.2982
H 1.5835 16.0311 3.3714
H 0.1477 16.1111 2.5626
H 1.0616 13.0850 3.9634
H 0.9831 13.9464 2.6457
H -1.8137 13.3303 2.6970
H -1.3832 12.4775 4.0738
H -1.4871 10.5496 0.8076
H -2.7355 11.3192 1.7678
H -1.7208 10.1209 2.4082
C 3.2298 -6.2000 6.7381
O 2.9730 -4.8152 6.7711
C 1.5615 -4.5670 6.8243
C 1.2394 -3.0408 6.6044
O -0.0932 -2.8882 6.8531
C -0.3756 -1.7610 7.7398
C -1.8747 -1.3684 7.5778
O -2.7984 -2.4113 7.9665
C -4.1699 -2.1966 7.5096
H 2.8737 -6.6134 5.7945
H 2.7325 -6.8005 7.4998
H 4.3163 -6.2626 6.8003
H 1.1408 -4.9370 7.7592
H 1.1240 -5.1861 6.0411
H 1.5887 -2.5458 5.6982
H 1.8758 -2.6704 7.4081
H 0.2054 -0.8799 7.4672
H -0.2525 -2.0319 8.7884
H -2.0021 -1.2865 6.4984
H -2.1004 -0.3763 7.9688
H -4.4651 -1.1509 7.5964
H -4.9368 -2.8337 7.9501
H -4.1356 -2.3468 6.4306
C 3.3959 7.4041 9.0452
C 2.6095 7.0432 7.7894
O 3.3683 6.7037 6.5919
C 4.0135 5.5568 6.4842
O 4.2270 4.7429 7.3823
C 4.4667 5.3923 5.0181
F 4.8654 6.5672 4.5693
F 5.4866 4.4355 4.9846
F 3.4358 4.9540 4.2749
H 3.7467 8.4360 9.0544
H 4.2224 6.7011 9.1485
H 2.7672 7.2968 9.9291
H 1.9507 7.8635 7.5044
H 1.9947 6.1546 7.9324
```

The calculation puts the lowest unoccupied orbital energy at 0.0154 Ha. Its spin multiplicity is 1. The gap between HOMO and LUMO comes out at 9.90 eV. Its SMILES is CCOC(=O)C(F)(F)F.COCCOCCOC.COCCOCCOC.COCCOCCOC.COCCOCCOC.CC#N.CC#N. The calculation puts the energy above the lowest of the compared OMol25 structures with the same formula, charge and spin at 3.908 eV. Its charge is 0.

no.,calculated total energy (eV)
1,-87369.15285
2,-74056.32535